Formula: C5H8N2O2S
Source: the OMol25 dataset
Level of theory: ωB97M-V/def2-TZVPD

Geometry as XYZ:
```
18
C5H8N2O2S ωB97M-V/def2-TZVPD
O -0.282 1.885 -0.316
C -1.039 0.686 -0.293
H -2.352 0.063 1.412
H -3.059 1.167 0.227
N -0.296 -0.498 -0.139
C -2.114 0.959 0.715
S -1.613 0.440 -2.080
H 1.247 0.666 0.533
H -1.827 1.867 1.313
H 2.858 -1.273 -0.366
H 2.330 -1.403 1.532
C 1.939 -1.411 0.344
H 1.429 -2.352 0.223
H -0.320 2.087 -3.562
O 0.850 3.243 -1.790
C 0.935 -0.376 0.177
C -0.505 1.622 -2.609
N 0.090 2.307 -1.644
```

**Orbital gap**: 8.63 eV
**Energy relative to the best compared isomer or geometry (same formula, charge and spin)**: 583.1 kJ/mol
**Total energy**: -853.321274 Eh

Formula: C2H2F2S2
Source: the OMol25 dataset
Level of theory: ωB97M-V/def2-TZVPD

Geometry as XYZ:
```
8
C2H2F2S2 ωB97M-V/def2-TZVPD
H -2.022 -0.564 0.713
F 1.838 0.956 -0.729
S -0.764 -0.485 -1.332
S 0.413 -0.066 1.314
C -1.181 0.116 0.431
C 1.347 -0.192 -0.226
H 1.956 -1.181 -0.452
F -1.588 1.418 0.281
```

**Orbital gap**: 8.10 eV
**Energy relative to the best compared isomer or geometry (same formula, charge and spin)**: 204.3 kJ/mol
**Total energy**: -1073.415824 Eh

Formula: C6H15BrCuO4P
Source: the OMol25 dataset
Level of theory: ωB97M-V/def2-TZVPD

Geometry as XYZ:
```
28
C6H15BrCuO4P ωB97M-V/def2-TZVPD
H 1.468 -0.550 2.935
O -0.943 -1.046 -0.518
C -2.499 -0.700 -2.315
C 2.445 1.761 -0.531
Br -1.475 2.001 -4.456
H 2.786 2.291 -1.420
H 0.534 1.394 -1.557
O -0.344 -1.013 1.910
H -2.868 -1.725 -2.271
C 0.439 -0.877 3.084
C -2.028 -0.205 -0.923
H -2.901 -0.194 -0.271
H 2.913 1.940 0.437
C 0.511 -2.260 3.755
H 2.867 0.771 -0.706
Cu 0.813 2.473 -5.901
H -0.030 -0.180 3.778
H -3.400 -0.213 -2.691
C 0.902 1.804 -0.617
O 1.665 -1.181 0.164
P 0.295 -0.575 0.496
H 0.825 -3.057 3.080
O 0.261 1.035 0.498
H -0.454 -2.488 4.209
H -1.721 0.837 -1.012
H -1.736 -0.570 -3.083
H 0.441 2.792 -0.642
H 1.237 -2.266 4.568
```

**Charge**: -1
**Orbital gap (alpha / beta)**: 4.99 / 7.63 eV
**Energy relative to the best compared isomer or geometry (same formula, charge and spin)**: 0.0 kJ/mol
**Multiplicity**: 2
**Total energy**: -5094.544065 Eh

Formula: C4H4FNO3SSr
Source: the OMol25 dataset
Level of theory: ωB97M-V/def2-TZVPD

Geometry as XYZ:
```
15
C4H4FNO3SSr ωB97M-V/def2-TZVPD
F 1.597 -1.496 -0.339
Sr 0.015 -4.060 0.312
H 2.604 1.187 0.031
O -1.633 -0.149 0.951
O -0.935 -2.062 0.188
N -1.609 1.299 0.793
C -0.947 -0.820 0.091
H 0.960 1.631 0.468
C 1.170 -0.194 -0.657
C -2.530 1.682 0.034
O -0.258 -0.238 -0.873
C 1.648 0.797 0.374
H 1.588 0.021 -1.636
S -3.506 2.109 -1.059
H 1.835 0.294 1.322
```

**Charge**: +2
**Orbital gap**: 7.16 eV
**Total energy**: -963.411881 Eh

Formula: C3H8IN2
Source: the OMol25 dataset
Level of theory: ωB97M-V/def2-TZVPD

Geometry as XYZ:
```
14
C3H8IN2 ωB97M-V/def2-TZVPD
I -2.910 0.126 0.168
H 2.262 0.290 0.114
H 2.178 -1.466 0.512
C 0.147 -0.788 0.244
N 0.653 -0.337 1.514
C 1.625 -0.569 0.498
N -0.480 1.606 -0.214
H -0.303 -1.799 0.089
C -0.775 0.330 -0.197
H -1.258 2.151 -0.178
H -1.069 -0.532 -2.710
H 0.433 2.100 -0.356
H -1.002 -0.415 -1.910
H 0.498 -0.697 2.425
```

**Charge**: +1
**Orbital gap**: 8.86 eV
**Energy relative to the best compared isomer or geometry (same formula, charge and spin)**: 329.5 kJ/mol
**Total energy**: -525.920428 Eh

Formula: C34H41FeGeN2S2
Source: the OMol25 dataset
Level of theory: ωB97M-V/def2-TZVPD

Geometry as XYZ:
```
81
C34H41FeGeN2S2 ωB97M-V/def2-TZVPD
C -0.764 3.032 0.691
C -3.564 0.877 -3.325
H -2.926 1.716 -1.461
C 4.349 0.829 -1.791
H -0.953 3.323 -0.348
H 0.538 1.777 -3.184
C -4.307 -4.107 1.736
S -3.479 -3.840 3.205
C -0.249 -5.093 1.632
H 2.691 1.707 -4.529
C 1.821 -4.093 0.906
H 5.066 1.532 -2.190
C 3.898 -1.241 -0.703
H -5.059 -4.878 1.682
H 0.701 5.254 1.478
C 2.502 2.430 -2.492
H -2.576 1.801 0.807
H -1.059 0.282 -2.638
C 2.526 -0.986 -0.776
H -0.532 5.805 0.334
C -1.180 4.177 1.616
H -0.463 -0.756 6.273
H -4.629 1.108 -3.273
C 4.819 -0.335 -1.219
C -3.919 -3.246 0.756
C 2.456 -2.954 0.268
H -1.329 -5.073 1.737
H -2.350 -1.998 5.239
C -1.732 -0.049 -1.839
C -2.566 -2.553 2.525
H -2.616 -1.473 0.625
H -1.780 1.794 -4.195
C 0.975 2.542 -2.536
H -3.269 2.098 -5.080
C 3.044 3.570 -1.611
C 2.971 1.112 -1.888
H 2.701 4.535 -1.986
H -2.971 2.946 -3.567
H -3.464 -0.070 -3.861
C -2.849 1.991 -4.081
Fe -0.452 -2.237 0.485
C 0.554 -0.471 4.397
C 2.078 0.177 -1.404
C 2.524 -5.214 1.350
H -3.808 0.199 -1.281
H 0.530 2.469 -1.536
C 0.457 -6.207 2.082
H -1.870 -1.128 -1.976
C -1.524 -1.848 3.260
C -0.366 5.440 1.348
N -0.524 -1.404 2.494
H 0.317 2.880 0.795
H 1.274 -0.405 2.365
C -0.478 -0.942 5.207
H 2.691 3.451 -0.584
S 4.165 -2.773 0.066
C 3.030 2.554 -3.930
H 2.657 3.471 -4.387
C 0.491 -0.727 3.044
H -1.365 1.443 2.058
H 5.880 -0.541 -1.170
H 3.598 -5.264 1.219
H 4.133 3.583 -1.594
C -3.055 0.715 -1.883
Ge -0.702 0.261 -0.113
C -1.527 -1.640 4.636
H 2.379 -7.134 2.284
C -1.508 1.728 1.014
H -2.243 4.387 1.475
H 1.011 0.307 -1.561
H 0.704 3.515 -2.945
H -4.352 -3.239 -0.233
N 1.741 -1.959 -0.197
C 0.434 -4.043 1.048
H 4.118 2.582 -3.964
H 1.388 0.075 4.812
C 1.838 -6.263 1.939
H -0.076 -7.028 2.542
C -2.919 -2.350 1.205
H -1.041 3.861 2.654
H -0.657 6.227 2.042
```

**Charge**: +2
**Orbital gap (alpha / beta)**: 6.32 / 5.68 eV
**Multiplicity**: 6
**Total energy**: -5566.094285 Eh